Density functional theory data (ωB97M-V/def2-TZVPD) for C3H5LiO4Pb as an isolated structure in a non-equilibrium geometry.

Element x y z (Å)
C 1.638 -0.009 0.351
H -2.040 0.876 -1.348
H -2.545 -1.365 -1.263
O 2.088 1.149 0.245
O 0.358 -0.298 0.402
O -1.724 -1.050 -0.827
C -0.580 0.757 0.318
H -1.059 0.942 1.324
Pb 4.132 0.400 0.351
Li 2.004 -2.812 0.578
H -0.152 1.626 -0.193
C -1.790 0.267 -0.412
H -2.778 0.515 0.067
O 2.448 -0.998 0.407

Largest force on an atom: 3.8 eV Å⁻¹
Total charge: +3
DFT total energy: -617.48155 Eh
⟨S²⟩: 0.7545
HOMO (alpha / beta): -23.8030 / -24.1308 eV
LUMO energy (alpha / beta): -12.76 / -16.04 eV
Energy relative to the best compared isomer or geometry (same formula, charge and spin): 0.0 kJ/mol
Spin multiplicity: 2